# 1
{
  "formula": "C12H9Cl6NO",
  "method": "ωB97M-V/def2-TZVPD",
  "symbols": ["Cl", "C", "Cl", "C", "O", "C", "Cl", "C", "Cl", "C", "Cl", "C", "Cl", "C", "C", "C", "N", "C", "C", "C", "H", "H", "H", "H", "H", "H", "H", "H", "H"],
  "coordinates": [[0.334, -0.529, 0.263], [3.259, 1.343, -1.149], [3.800, -0.135, -0.476], [2.381, 1.222, -2.331], [1.899, 0.142, -2.703], [2.014, 2.504, -2.967], [1.255, 2.420, -4.481], [2.150, 3.696, -2.281], [1.843, 5.201, -3.068], [2.631, 3.677, -0.939], [2.739, 5.128, -0.049], [3.063, 2.456, -0.351], [3.205, 2.333, 1.354], [-0.075, -3.692, 0.908], [-1.037, -2.604, 1.127], [-0.559, -1.229, 1.578], [-1.797, -0.520, 1.738], [-2.836, -1.193, 1.235], [-4.159, -0.575, 1.116], [-2.399, -2.506, 0.867], [-0.533, -4.497, 0.324], [0.829, -3.369, 0.369], [0.261, -4.098, 1.877], [0.105, -1.162, 2.449], [-1.828, 0.481, 1.926], [-4.826, -1.250, 0.569], [-4.585, -0.372, 2.110], [-4.106, 0.389, 0.581], [-3.027, -3.261, 0.403]],
  "homo_lumo_gap_ev": 2.812
}

***

# 2
{
  "formula": "C29H70F3O23SV3",
  "method": "ωB97M-V/def2-TZVPD",
  "symbols": ["O", "V", "O", "O", "V", "O", "O", "V", "O", "C", "F", "F", "F", "S", "O", "O", "O", "C", "O", "C", "C", "O", "C", "H", "H", "H", "H", "H", "H", "H", "H", "H", "H", "C", "O", "C", "C", "O", "C", "H", "H", "H", "H", "H", "H", "H", "H", "H", "H", "C", "O", "C", "C", "O", "C", "H", "H", "H", "H", "H", "H", "H", "H", "H", "H", "C", "O", "C", "C", "O", "C", "H", "H", "H", "H", "H", "H", "H", "H", "H", "H", "C", "O", "C", "C", "O", "C", "H", "H", "H", "H", "H", "H", "H", "H", "H", "H", "C", "O", "C", "C", "O", "C", "H", "H", "H", "H", "H", "H", "H", "H", "H", "H", "C", "O", "C", "C", "O", "C", "H", "H", "H", "H", "H", "H", "H", "H", "H", "H"],
  "coordinates": [[-0.224, 4.243, 4.525], [0.223, 4.229, 3.017], [1.792, 4.161, 2.899], [2.298, -0.569, 5.551], [2.460, -1.314, 4.160], [1.497, -2.600, 4.251], [-4.385, 0.312, 3.536], [-3.177, -0.204, 4.459], [-2.785, 1.005, 5.447], [-0.265, 0.173, 0.721], [0.543, 0.910, -0.025], [-1.512, 0.365, 0.358], [0.056, -1.098, 0.616], [-0.087, 0.634, 2.553], [1.063, -0.129, 3.031], [0.099, 2.070, 2.726], [-1.351, 0.179, 3.089], [-2.495, -6.408, 1.472], [-2.321, -5.077, 0.998], [-1.848, -5.115, -0.360], [-1.718, -3.712, -0.940], [-2.936, -3.037, -1.012], [-2.951, -2.030, -2.041], [-3.277, -6.897, 0.880], [-2.850, -6.447, 2.499], [-1.552, -6.943, 1.336], [-2.676, -5.630, -0.860], [-0.911, -5.667, -0.460], [-1.230, -3.871, -1.909], [-1.013, -3.155, -0.303], [-2.915, -2.567, -2.989], [-2.132, -1.344, -1.820], [-3.916, -1.531, -1.987], [-4.080, 3.954, -2.508], [-2.740, 3.543, -2.734], [-2.635, 2.177, -3.085], [-1.149, 1.847, -3.222], [-0.458, 2.721, -4.075], [-0.761, 2.677, -5.444], [-4.477, 3.430, -1.630], [-4.675, 3.761, -3.403], [-4.081, 5.016, -2.273], [-3.183, 1.958, -4.008], [-3.095, 1.594, -2.273], [-1.078, 0.839, -3.655], [-0.623, 1.881, -2.272], [-0.118, 3.374, -5.970], [-1.823, 2.849, -5.636], [-0.532, 1.689, -5.874], [4.395, -1.596, -2.400], [3.829, -0.639, -3.269], [4.274, 0.694, -3.114], [4.020, 1.229, -1.682], [4.939, 0.771, -0.699], [6.262, 1.247, -0.923], [3.908, -1.489, -1.424], [5.480, -1.525, -2.326], [4.098, -2.589, -2.739], [3.647, 1.277, -3.789], [5.300, 0.871, -3.440], [2.996, 1.012, -1.374], [4.070, 2.326, -1.700], [6.849, 1.140, -0.007], [6.286, 2.310, -1.165], [6.742, 0.562, -1.624], [-2.218, 0.545, -6.064], [-2.324, -0.527, -5.140], [-1.517, -1.655, -5.489], [-0.109, -1.526, -4.983], [-0.136, -1.624, -3.563], [1.068, -1.212, -2.979], [-2.974, 1.281, -5.805], [-2.395, 0.163, -7.071], [-1.232, 1.015, -6.012], [-1.509, -1.738, -6.580], [-2.049, -2.484, -5.031], [0.331, -0.581, -5.316], [0.486, -2.359, -5.377], [1.280, -0.139, -3.057], [1.936, -1.765, -3.346], [0.987, -1.375, -1.901], [-3.313, -2.336, 1.988], [-2.972, -2.097, 3.358], [-1.935, -2.991, 3.795], [-1.796, -2.787, 5.301], [-1.541, -1.380, 5.497], [-1.038, -1.122, 6.809], [-3.877, -3.249, 1.810], [-2.415, -2.380, 1.374], [-3.925, -1.496, 1.660], [-0.975, -2.840, 3.305], [-2.269, -4.025, 3.698], [-0.906, -3.302, 5.664], [-2.704, -3.131, 5.802], [-0.052, -1.578, 6.945], [-1.693, -1.541, 7.573], [-0.862, -0.056, 6.920], [1.443, 4.412, -0.147], [0.272, 4.585, 0.632], [-0.876, 3.898, 0.099], [-2.112, 4.251, 0.873], [-1.929, 3.941, 2.250], [-3.058, 4.217, 3.047], [1.717, 3.358, -0.264], [2.252, 4.947, 0.340], [1.297, 4.793, -1.161], [-0.679, 2.837, 0.195], [-1.076, 4.239, -0.920], [-2.905, 3.666, 0.395], [-2.389, 5.303, 0.750], [-3.395, 5.262, 3.066], [-2.841, 4.037, 4.100], [-3.942, 3.634, 2.779], [3.915, 1.564, 4.088], [4.036, 0.243, 3.584], [4.348, 0.151, 2.186], [4.366, -1.315, 1.808], [3.087, -1.868, 2.105], [2.578, -2.760, 1.114], [4.137, 1.630, 5.149], [2.902, 1.953, 3.948], [4.551, 2.271, 3.549], [5.292, 0.667, 2.024], [3.541, 0.568, 1.577], [5.191, -1.947, 2.143], [4.541, -1.220, 0.728], [2.361, -2.191, 0.206], [1.631, -3.166, 1.456], [3.306, -3.519, 0.833]],
  "charge": 2,
  "homo_lumo_gap_ev": 6.249
}

***

# 3
{
  "formula": "C5H7CoO3",
  "method": "ωB97M-V/def2-TZVPD",
  "symbols": ["C", "H", "H", "C", "H", "C", "C", "O", "C", "O", "O", "H", "H", "H", "H", "Co"],
  "coordinates": [[-2.366, -0.994, -0.229], [-3.162, -1.036, -1.043], [-2.798, -1.324, 0.727], [-1.239, -1.369, -0.878], [-0.822, -2.351, -0.587], [-0.260, 2.237, 1.126], [0.399, 1.082, 1.137], [0.951, 0.598, -0.127], [2.061, -0.134, -0.185], [2.872, -0.298, 0.678], [1.974, -0.811, -1.337], [-0.304, 2.827, 2.040], [-0.722, 2.600, 0.207], [0.848, 0.618, 2.014], [2.697, -1.442, -1.452], [-0.128, -0.203, -2.091]],
  "multiplicity": 5,
  "homo_lumo_gap_ev": [4.480, 7.218]
}

***

# 4
{
  "formula": "C5H7OS",
  "method": "ωB97M-V/def2-TZVPD",
  "symbols": ["C", "C", "C", "C", "C", "O", "S", "H", "H", "H", "H", "H", "H", "H"],
  "coordinates": [[1.011, 0.644, 0.099], [-0.088, 0.076, -0.329], [-1.511, 0.629, -2.393], [1.566, 0.025, 1.500], [-0.954, -0.934, 0.284], [-2.283, -0.235, -2.645], [-1.115, 2.184, -2.646], [1.697, 1.298, -0.540], [1.793, -1.000, 1.353], [0.972, 0.309, 2.355], [2.537, 0.519, 1.645], [-1.148, -1.701, -0.573], [-1.939, -0.503, 0.609], [-0.537, -1.310, 1.281]],
  "charge": -1,
  "homo_lumo_gap_ev": [5.827, 5.821]
}

***

# 5
{
  "formula": "C3H7OS2",
  "method": "ωB97M-V/def2-TZVPD",
  "symbols": ["C", "C", "O", "C", "S", "S", "H", "H", "H", "H", "H", "H", "H"],
  "coordinates": [[0.088, 1.834, -0.546], [0.922, 1.243, -1.732], [0.331, 0.973, -2.868], [-0.916, 0.877, 0.262], [-0.442, -0.113, 1.432], [0.191, -2.351, 0.927], [0.533, 2.398, 0.324], [-0.618, 2.578, -1.074], [1.266, 0.204, -1.263], [1.793, 1.853, -1.942], [-1.587, 1.538, 0.737], [-1.589, 0.263, -0.403], [1.006, -0.922, 0.908]],
  "charge": -1,
  "homo_lumo_gap_ev": 4.972
}

***

# 6
{
  "formula": "C5H13NO2",
  "method": "ωB97M-V/def2-TZVPD",
  "symbols": ["C", "N", "C", "C", "C", "O", "C", "H", "H", "H", "H", "H", "H", "H", "H", "H", "H", "H", "H", "H", "O"],
  "coordinates": [[2.768, 0.536, -0.285], [2.343, -0.589, -1.114], [-1.782, -1.091, 0.761], [-2.781, 0.055, 0.558], [-2.645, 0.963, -0.481], [-1.641, 1.590, -0.962], [1.468, 1.043, 0.333], [3.148, 1.369, -0.905], [3.393, 0.277, 0.546], [3.095, -0.937, -1.761], [-1.683, -1.403, 1.857], [-2.087, -2.021, 0.282], [-3.672, -0.122, 1.006], [-0.772, -0.972, 0.325], [-3.537, 1.246, -0.836], [0.579, 0.911, -0.290], [1.830, 2.004, 0.881], [1.161, 0.299, 1.101], [1.442, -2.615, 1.269], [2.016, -1.324, -0.428], [1.207, -1.794, 0.890]],
  "homo_lumo_gap_ev": 3.315
}